Version 1
DFT (ωB97M-V/def2-TZVPD) results for a molecular structure, C4H8BrN.

Values from the calculation:
Multiplicity: 1
Net charge: 0
Frontier orbital gap: 8.41 eV

Geometry (Å):
C  -1.08851  0.22578  0.78789
C  0.29968  -1.50023  -0.52659
C  1.19013  0.89132  0.03554
C  0.19788  -0.19891  0.23027
N  -1.39244  1.46488  0.69833
Br  0.71338  -0.89168  2.60490
H  -1.81104  -0.42949  1.12698
H  0.07421  -1.27222  -1.59197
H  -0.29935  -2.20816  0.04802
H  1.26858  -1.79957  -0.48527
H  2.08192  0.48362  0.23270
H  1.07109  1.18695  -0.95446
H  1.03497  1.79953  0.58344
H  -2.35318  1.68214  0.98823

Löwdin atomic charge list, values in e, 6 entries: C -0.36; C -0.06; C -0.09; C -0.44; N 0.12; Br 0.23



Version 2
DFT (ωB97M-V/def2-TZVPD) results for C4H8BrN in the gas phase.

Values from the calculation:
SMILES: [H]/N=C(\Br)C(C)C
Multiplicity: 1
Net charge: 0
Frontier orbital gap: 10.93 eV

Geometry (Å):
C  -0.48279  -1.22773  -0.00303
C  1.26159  0.51971  -0.63648
C  -0.57731  1.10545  0.73590
C  -0.19003  0.11890  -0.34021
N  -1.17987  -1.63350  0.96881
Br  0.44745  -2.56326  -1.24871
H  1.87748  0.06027  0.15583
H  1.49377  0.25230  -1.69427
H  1.36391  1.58913  -0.51132
H  -0.08129  0.64351  1.58571
H  -1.57644  1.32305  0.82239
H  -0.12022  2.04049  0.42696
H  -0.85008  0.42659  -1.24195
H  -1.38617  -2.65492  0.98037

Löwdin atomic charge list, values in e, 6 entries: C -0.69; C -0.11; C -0.08; C -0.51; N 0.12; Br 0.56



Result of the stability comparison: version 2 is the most stable of them.



Version 1
DFT (ωB97M-V/def2-TZVPD) results for 2 unconnected molecules or ions with the total composition C5H12O.

Values from the calculation:
⟨S²⟩: 0.7547
Multiplicity: 2
Net charge: +1
Frontier orbital gap (alpha / beta): 9.63 / 4.80 eV

Geometry (Å):
C  2.23715  -0.52033  -0.42510
C  1.97841  0.95417  -0.25559
C  1.37939  1.57096  0.81553
H  3.30762  -0.80435  -0.18024
H  1.58317  -1.14638  0.21225
H  2.04864  -0.77212  -1.41839
H  2.34224  1.62709  -1.01568
H  1.28041  2.66421  0.82985
H  1.02050  0.95818  1.65933
C  -1.71102  -0.17524  0.30558
O  -0.78342  -0.17709  -0.84612
C  -2.66712  -1.38164  0.35551
H  -1.18825  -0.13966  1.24439
H  -2.34111  0.75630  0.24333
H  -0.28446  0.64349  -0.77155
H  -2.14530  -2.32445  0.66720
H  -3.46426  -1.11799  1.08328
H  -3.19275  -1.61516  -0.56041

Löwdin atomic charge list, values in e, 6 entries: C -0.02; C -0.03; C 0.21; H 0.15; H 0.11; H 0.08



Version 2
DFT (ωB97M-V/def2-TZVPD) results for 2 unconnected molecules or ions with the total composition C5H12O.

Values from the calculation:
⟨S²⟩: 0.7525
Multiplicity: 2
Net charge: +1
Frontier orbital gap (alpha / beta): 9.18 / 5.96 eV

Geometry (Å):
C  -2.25095  0.43265  0.43620
C  -1.01974  -0.41648  0.48411
C  -0.65639  -1.11300  1.65835
C  0.71140  -1.48150  1.97339
C  -0.08727  -0.38227  -0.72029
H  -2.93729  -0.35342  0.76524
H  -2.37960  0.80952  -0.56628
H  -2.10683  1.33912  1.03076
H  -1.52107  -1.19330  2.30851
H  1.37835  -0.65110  2.23873
H  0.71598  -2.02038  2.92162
H  1.24582  -2.01767  1.19752
H  0.75843  -1.06181  -0.65703
H  0.11996  0.68644  -0.85312
H  -0.69668  -0.64963  -1.57232
H  2.90932  2.87851  -4.28460
H  2.50736  2.63518  -2.91205
O  3.30920  2.55915  -3.44874

Löwdin atomic charge list, values in e, 6 entries: C 0.01; C -0.18; C 0.04; C -0.03; C 0.02; H 0.12



Result of the stability comparison: version 2 is the most stable of them.



Version 1
DFT (ωB97M-V/def2-TZVPD) results for CH5N3S in the gas phase.

Values from the calculation:
SMILES: N/N=C/NS
Multiplicity: 1
Net charge: 0
Frontier orbital gap: 9.55 eV

Geometry (Å):
C  0.21485  -0.75166  -0.48067
H  1.29091  -2.83706  0.95930
H  -0.08767  -2.61126  1.77616
H  0.21547  -1.46070  -1.27971
H  0.16817  0.68557  -1.93126
H  -1.70695  1.62199  -0.00106
N  0.34189  -2.50280  0.86372
N  0.26041  -1.06826  0.75332
N  0.12196  0.55038  -0.96225
S  -0.38993  1.89101  -0.07644

Löwdin atomic charge list, values in e, 6 entries: C -0.32; H 0.06; H 0.06; H 0.11; H 0.04; H -0.15



Version 2
DFT (ωB97M-V/def2-TZVPD) results for 2 unconnected molecules or ions with the total composition CH5N3S.

Values from the calculation:
Multiplicity: 1
Net charge: 0
Frontier orbital gap: 8.71 eV

Geometry (Å):
C  -0.89128  0.03704  -0.18048
H  -3.03105  0.24167  -0.01764
H  -2.33462  -1.63305  -0.78091
H  -1.63225  1.68734  0.08399
H  0.37437  -1.76648  0.45162
H  1.81247  0.74805  0.95516
N  -2.12417  -0.52573  0.25780
N  -0.72383  1.39755  -0.06602
N  0.26480  -0.79324  -0.05466
S  1.76508  -0.00312  -0.03558

Löwdin atomic charge list, values in e, 6 entries: C -0.64; H 0.16; H 0.25; H -0.04; H 0.13; H -0.22



Result of the stability comparison: version 1 is the most stable of them.



Version 1
DFT (ωB97M-V/def2-TZVPD) results for a molecular structure, C16H30FeO16.

Values from the calculation:
⟨S²⟩: 8.7605
Multiplicity: 6
Net charge: +1
Frontier orbital gap (alpha / beta): 7.92 / 6.06 eV

Geometry (Å):
Fe  1.75914  1.98149  -3.07938
C  -0.93278  -0.31977  -1.03479
C  0.11735  0.55478  -1.81671
O  -0.09374  0.92321  -2.96718
O  1.15403  1.08095  -1.36562
H  -1.56253  0.27666  -0.37464
H  -0.32274  -0.99419  -0.43386
H  -1.65101  -0.89947  -1.61461
C  2.32947  0.08937  -6.70907
C  2.13495  0.75956  -5.33063
O  2.63770  0.59440  -4.20794
O  1.49370  1.81693  -5.27186
H  1.44432  -0.22892  -7.25980
H  2.96010  -0.79844  -6.66206
H  2.85700  0.88011  -7.24249
C  -2.61743  -3.54308  -1.00115
O  -2.64853  -4.68380  -0.22373
C  -2.23045  -4.77732  1.08699
O  -1.71548  -3.86851  1.75638
O  -2.35982  -6.02469  1.47336
C  -2.15346  -6.38698  2.83023
H  -1.77540  -2.85258  -0.95350
H  -3.59100  -3.05964  -1.08210
H  -2.59366  -3.75477  -2.07014
H  -1.10525  -6.28024  3.10943
H  -2.24099  -7.47165  2.89309
H  -2.63101  -5.84701  3.64782
C  4.54107  -0.92291  -1.33939
O  5.49974  0.18134  -1.51843
C  4.94440  1.42144  -1.78716
O  3.71698  1.56760  -1.90626
O  5.88118  2.30086  -1.82464
C  5.74149  3.71557  -1.90279
H  5.14565  -1.81703  -1.18724
H  3.74805  -1.04310  -2.07746
H  4.06493  -0.65358  -0.39660
H  5.82204  4.07663  -2.92809
H  6.51604  4.22546  -1.32993
H  4.84837  4.18339  -1.48854
C  0.31047  1.25345  6.61376
O  -0.17679  1.78273  5.47212
C  0.23729  1.21777  4.32367
O  1.06578  0.32682  4.08687
O  -0.38447  1.77694  3.36127
C  -0.18846  1.29389  1.99820
H  1.36490  1.33397  6.87793
H  0.16754  0.17700  6.70823
H  -0.26841  1.72492  7.40793
H  0.07689  0.24349  1.87838
H  0.70070  1.68237  1.50164
H  -1.06998  1.64645  1.46273
C  -4.50096  1.71855  -1.46794
O  -4.36614  1.18801  -0.15114
C  -4.12421  1.97189  0.95925
O  -4.16742  3.23860  1.07067
O  -3.84496  1.14720  2.04649
C  -3.57451  1.48178  3.40286
H  -5.38700  2.35181  -1.51273
H  -4.81273  0.83530  -2.02541
H  -3.63088  2.32808  -1.71193
H  -2.66483  2.08226  3.40456
H  -3.44891  0.72932  4.18140
H  -4.44531  2.06534  3.70166

Löwdin atomic charge list, values in e, 6 entries: Fe 1.35; C 0.06; C -0.60; O 0.03; O -0.03; H 0.08



Version 2
DFT (ωB97M-V/def2-TZVPD) results for a molecular structure, C16H30FeO16.

Values from the calculation:
⟨S²⟩: 8.7601
Multiplicity: 6
Net charge: +1
Frontier orbital gap (alpha / beta): 8.79 / 6.42 eV

Geometry (Å):
Fe  -7.34859  -20.05769  14.21213
C  -8.60154  -19.92786  17.89492
C  -8.07902  -19.98668  16.52804
O  -7.05090  -19.37237  16.09942
O  -8.69985  -20.65067  15.62290
H  -7.86749  -19.55930  18.61321
H  -8.81267  -20.95588  18.19379
H  -9.46944  -19.28522  18.02440
C  -8.63329  -17.37896  11.62832
C  -8.24014  -18.38922  12.61606
O  -8.42135  -18.26812  13.87409
O  -7.56779  -19.43997  12.29948
H  -7.89980  -17.37101  10.82149
H  -8.66107  -16.38235  12.06477
H  -9.60240  -17.57000  11.16885
C  -12.36572  -22.01681  17.89657
O  -13.09357  -21.82877  16.68432
C  -12.93748  -20.68466  16.04166
O  -12.35303  -19.70952  16.44650
O  -13.55305  -20.78919  14.86916
C  -13.55252  -19.62393  14.05373
H  -11.90209  -21.09205  18.22301
H  -11.58328  -22.75968  17.70757
H  -13.01245  -22.42249  18.66675
H  -13.56262  -18.69688  14.61440
H  -14.42082  -19.69899  13.40067
H  -12.68765  -19.61912  13.38114
C  -4.04286  -18.37482  16.08657
O  -3.48296  -18.98825  14.89954
C  -4.25371  -19.12711  13.86371
O  -5.48514  -19.01597  13.84731
O  -3.54302  -19.40683  12.79845
C  -4.13941  -19.20406  11.51124
H  -4.23895  -17.32510  15.88551
H  -3.26021  -18.44567  16.83518
H  -4.91812  -18.91551  16.41563
H  -3.36559  -18.84067  10.83942
H  -4.92742  -18.45327  11.50863
H  -4.52365  -20.14660  11.12580
C  -6.63470  -16.89697  19.32766
O  -7.99755  -16.60327  19.08502
C  -8.23658  -15.78056  18.06227
O  -7.42675  -15.33022  17.30535
O  -9.55846  -15.63665  17.98326
C  -10.07691  -14.98026  16.84105
H  -6.03395  -17.06332  18.43423
H  -6.62189  -17.82670  19.89611
H  -6.16500  -16.12303  19.93376
H  -9.93697  -15.57965  15.94144
H  -9.57628  -14.02148  16.67788
H  -11.12229  -14.75745  17.02509
C  -11.83584  -17.63750  18.88183
O  -11.01824  -17.59056  20.03272
C  -10.85936  -18.71577  20.71330
O  -11.30509  -19.80014  20.45039
O  -10.02401  -18.54259  21.73955
C  -10.03714  -17.25675  22.38832
H  -12.72843  -18.26304  18.89787
H  -11.27546  -18.04858  18.03340
H  -12.12306  -16.63468  18.58293
H  -11.03773  -17.05044  22.76423
H  -9.59733  -16.50651  21.73975
H  -9.41548  -17.37089  23.27658

Löwdin atomic charge list, values in e, 6 entries: Fe 1.33; C 0.07; C -0.58; O -0.05; O -0.03; H 0.09



Result of the stability comparison: version 2 is the most stable of them.



Version 1
DFT (ωB97M-V/def2-TZVPD) results for a gas-phase ion, C5H8N3O3 (charge +1).

Values from the calculation:
SMILES: O=C1CN(C[C@H]2CO2)[N+](=O)N1
Multiplicity: 1
Net charge: +1
Frontier orbital gap: 9.18 eV

Geometry (Å):
C  2.54953  -0.74682  -0.08691
C  1.14099  -0.67904  0.62926
C  -2.93107  -0.54681  -0.05973
C  -1.75476  -0.09804  0.68903
C  -0.84002  0.97978  0.33438
N  2.39025  0.22191  -1.13869
N  0.42923  0.35330  -0.09643
N  1.16634  0.95682  -0.99019
O  3.52280  -1.37324  0.01728
O  1.06866  1.95697  -1.66058
O  -1.70197  -1.24243  -0.17503
H  0.80437  -1.74787  0.63311
H  1.39173  -0.23040  1.58355
H  -3.63024  -0.97471  0.56415
H  -3.26398  -0.11967  -0.98105
H  -1.76896  -0.43122  1.71034
H  -1.09183  1.54315  -0.53657
H  -0.67475  1.59656  1.26560
H  3.19367  0.58175  -1.70150

Löwdin atomic charge list, values in e, 6 entries: C -0.37; C 0.05; C -0.05; C -0.27; C -0.02; N 0.22



Version 2
DFT (ωB97M-V/def2-TZVPD) results for a gas-phase ion, C5H8N3O3 (charge +1).

Values from the calculation:
SMILES: C[C@@]1(O)C(=[NH2+])NC(=O)N1C=O
Multiplicity: 1
Net charge: +1
Frontier orbital gap: 9.89 eV

Geometry (Å):
C  -0.86766  -1.06225  0.36988
C  1.45122  -1.32073  -0.08818
C  2.22045  1.07801  0.06453
C  -0.31747  0.42077  0.15715
C  -0.74959  1.25734  -1.00235
N  1.37930  0.01400  -0.09876
N  0.10682  -1.94358  0.13718
N  -2.13613  -1.37092  0.52584
O  2.37447  -2.02585  -0.30456
O  1.88194  2.22046  0.25949
O  -0.39213  1.20723  1.27176
H  3.21022  0.84897  0.02805
H  -0.76180  2.38627  -0.67460
H  -1.85407  1.11714  -1.33759
H  -0.18684  1.16036  -1.90631
H  -0.09699  -2.88915  0.13571
H  -2.80285  -0.79204  1.11549
H  -2.57465  -2.27182  0.32634
H  0.11576  1.96577  1.02092

Löwdin atomic charge list, values in e, 6 entries: C -0.15; C -0.43; C -0.22; C -0.30; C 0.01; N 0.16



Result of the stability comparison: version 2 is the most stable of them.